[1]
ORCA calculation (ωB97M-V/def2-TZVPD) on a cluster of 2 separate species, C10H13O2 in total.

Its lowest unoccupied orbital energy is 3.4 eV. The HOMO energy comes out at -3.90 eV. The HOMO-LUMO gap comes out at 7.317 eV. As for the total charge: -1.

Element x y z (Å)
C: -0.857450 -2.092236 -0.528813
C: 0.156750 -1.863323 -1.637682
C: -0.235761 -2.529549 0.812104
O: -1.096971 -2.803765 1.680583
O: 1.009880 -2.510587 0.910024
H: -1.393290 -1.159337 -0.362667
H: -1.607402 -2.870967 -0.703842
H: 1.039559 -1.385410 -1.223134
H: -0.281759 -1.232896 -2.430039
H: 0.411582 -2.793983 -2.145660
C: 1.618945 2.245215 -1.094213
C: 1.084728 1.193215 1.104970
C: 0.628207 1.804708 -0.059876
C: 0.205575 0.569411 1.993448
C: -0.737036 1.799495 -0.293595
C: -1.157566 0.690401 1.785026
C: -1.636991 1.252611 0.622134
H: 2.139898 1.218297 1.362244
H: 0.676623 -0.099113 2.700174
H: 1.222703 2.914438 -1.853362
H: 1.917064 1.368018 -1.690715
H: -1.176497 2.324895 -1.131493
H: -1.810996 0.130764 2.440991
H: -2.701032 1.283602 0.431565
H: 2.581237 2.546096 -0.688173

Cartesian forces, eV/Å:
C 0.2 -0.2 0.0
C -0.8 -0.1 -0.7
C -0.2 0.5 0.2
O 0.1 -0.2 0.3
O 0.1 -0.1 0.2
H -0.1 0.0 0.2
H 0.0 0.2 -0.5
H 0.1 -0.1 0.0
H 0.2 0.1 0.2
H 0.4 -0.1 0.2
C 0.3 -0.9 -0.7
C -0.3 0.1 0.4
C 0.2 -0.3 0.2
C 0.8 0.5 -0.8
C -0.8 0.4 0.2
C 0.0 -1.4 0.3
C 0.5 0.7 0.0
H 0.0 -0.3 -0.3
H -0.5 0.2 0.5
H 0.0 0.5 0.3
H -0.3 -0.1 0.1
H 0.3 -0.1 -0.4
H -0.2 0.1 0.0
H 0.0 0.0 -0.1
H -0.1 0.6 0.2

Okay, here come the Löwdin numbers, in e, for every atom: C -0.1982; C -0.1320; C -0.7731; O -0.1065; O -0.0848; H 0.0710; H 0.0970; H 0.0530; H 0.0538; H 0.0568; C -0.0663; C -0.0507; C -0.2945; C -0.0721; C -0.0728; C -0.1036; C -0.1096; H 0.1074; H 0.1094; H 0.0673; H 0.0792; H 0.0988; H 0.1040; H 0.0980; H 0.0685

---

[2]
ORCA calculation (ωB97M-V/def2-TZVPD) on a cluster of 3 separate species, C3H12NO2 in total.

Its lowest unoccupied orbital energy is -3.6 eV. The HOMO energy comes out at -14.05 eV. The HOMO-LUMO gap comes out at 10.427 eV. As for the total charge: +1.

Element x y z (Å)
C: -0.534332 -1.972352 1.566062
C: -0.191671 -0.581116 1.198612
C: -1.153790 0.356799 1.416819
N: 0.937343 -0.256175 0.295200
H: 0.302993 -2.619803 1.724535
H: -1.025328 -2.019173 2.642179
H: -1.081759 -2.315826 0.669603
H: -1.115015 1.229761 0.757866
H: -1.943572 0.142012 2.091174
H: 0.897239 -0.223169 -0.753163
H: 1.673800 -0.871852 0.728180
H: 1.282672 0.690544 0.690793
H: 0.805178 0.085840 -2.768824
H: 1.084668 -1.435611 -3.159933
O: 0.879414 -0.803179 -2.409254
H: -0.043159 2.530420 -1.880297
H: 0.273910 3.226926 -0.453889
O: -0.428698 2.872326 -1.021194

Cartesian forces, eV/Å:
C 0.1 -0.6 1.5
C -3.8 2.0 0.4
C 2.9 -0.6 -1.8
N 2.1 1.5 3.2
H 0.8 -0.5 -0.2
H 0.3 0.2 -2.7
H -0.3 -0.5 1.0
H -0.3 0.3 0.8
H -0.6 0.0 0.3
H -0.2 -1.0 0.6
H -0.3 0.3 -1.7
H -0.8 -1.5 -1.3
H 0.0 -0.2 -0.7
H -0.3 1.3 1.3
O 0.3 -0.8 -0.8
H -0.4 1.1 1.7
H -0.1 0.0 -0.7
O 0.6 -1.0 -1.0

Okay, here come the Löwdin numbers, in e, for every atom: C -0.0558; C -0.3711; C 0.1164; N 0.2025; H 0.0618; H 0.1528; H 0.1089; H 0.0634; H 0.0778; H 0.1075; H 0.1866; H 0.1998; H 0.0518; H 0.1198; O -0.0582; H 0.0655; H 0.0450; O -0.0746

---

[3]
ORCA calculation (ωB97M-V/def2-TZVPD) on a structure of composition C8H6I2O.

Its lowest unoccupied orbital energy (alpha / beta) is -1.8 / -1.8 eV. The HOMO energy (alpha / beta) comes out at -8.17 / -8.18 eV. The HOMO-LUMO gap (alpha / beta) comes out at 6.338 / 6.343 eV. As for the total charge: 0.

Element x y z (Å)
C: 2.012308 -0.120631 -0.960866
C: 1.083961 -0.610237 -1.839565
C: 1.634440 0.220362 0.318825
C: -0.245546 -0.689998 -1.573213
C: 0.243981 0.107834 0.721639
C: -0.710922 -0.167299 -0.293207
C: -0.224459 0.514190 2.186987
C: -2.132910 -0.088268 -0.101934
O: -1.562869 0.647943 2.289325
I: -2.989574 1.834668 -0.055699
I: -3.285292 -1.736336 -0.368176
H: 3.053514 0.065956 -1.214356
H: 1.392449 -1.039845 -2.900945
H: 2.304716 0.912391 0.897246
H: -1.072263 -0.814505 -2.235523
H: 0.041029 -0.377925 2.819064
H: 0.457431 1.341693 2.310406

Cartesian forces, eV/Å:
C 0.9 0.5 1.4
C 0.3 -2.3 -4.3
C -1.5 1.5 0.5
C -0.9 1.9 2.7
C 0.6 1.0 -0.5
C 1.4 -1.3 0.1
C -0.6 -3.2 -1.3
C 0.3 1.8 1.9
O -0.1 0.4 -1.6
I 0.1 -0.9 -0.2
I -0.3 -0.1 0.0
H -0.2 -0.3 -0.3
H -0.4 1.3 2.3
H -0.6 -1.4 -0.1
H 0.2 -0.7 -1.0
H 0.8 0.8 -0.2
H 0.0 0.9 0.8

Okay, here come the Löwdin numbers, in e, for every atom: C -0.1084; C -0.1188; C -0.0271; C -0.0722; C -0.0970; C -0.3997; C -0.3456; C -1.1683; O -0.2801; I 0.9352; I 0.9827; H 0.1098; H 0.1509; H 0.1307; H 0.0785; H 0.1242; H 0.1051

---

[4]
ORCA calculation (ωB97M-V/def2-TZVPD) on a cluster of 2 separate species, C5H9ClNO4P in total.

As for the structure (SMILES): C[P@](N)(=O)Cl.O=C=CCC(=O)O. Its lowest unoccupied orbital energy is 0.4 eV. The HOMO energy comes out at -9.11 eV. The HOMO-LUMO gap comes out at 9.503 eV. As for the total charge: 0.

Element x y z (Å)
C: -3.330378 -1.590857 0.275404
P: -1.938525 -0.099102 0.120469
N: -1.676373 -0.039220 -1.589243
O: -0.747767 -0.443453 0.863180
Cl: -2.887520 1.481232 0.805177
H: -3.406530 -1.615890 1.399411
H: -2.903514 -2.477400 -0.046476
H: -4.120017 -1.519073 -0.376234
H: -0.635159 -0.193491 -1.767296
H: -1.838961 0.840781 -2.099387
O: 0.524053 2.948156 -0.484952
C: 1.443335 2.309058 -0.216308
C: 2.410912 1.562227 0.122716
C: 2.460119 0.367253 1.123737
C: 2.584497 -0.732282 0.034525
O: 3.593013 -0.926181 -0.620602
O: 1.421582 -1.204154 -0.503616
H: 3.409158 1.620237 -0.492559
H: 3.391043 0.408078 1.703608
H: 1.632374 0.270359 1.743102
H: 0.614652 -0.966281 0.005334

Cartesian forces, eV/Å:
C 3.6 3.1 2.8
P -3.5 -3.4 -3.1
N 1.9 0.9 0.5
O 1.8 -0.2 1.2
Cl -0.3 0.8 0.0
H -0.8 -0.1 -1.3
H 1.7 -1.7 -0.4
H -2.4 1.1 -0.8
H -1.6 -0.1 0.5
H -0.4 -0.4 0.6
O -1.1 0.9 -0.5
C -1.1 0.2 0.2
C 4.6 -1.6 0.3
C 1.8 0.1 -2.5
C 0.0 0.2 -2.1
O -0.7 0.0 1.7
O 0.3 0.0 0.7
H -2.2 0.2 1.1
H -0.3 0.0 -0.2
H -1.6 -0.1 1.0
H 0.4 0.0 0.4

Okay, here come the Löwdin numbers, in e, for every atom: C -0.1262; P 0.1810; N -0.1106; O -0.3669; Cl 0.4160; H 0.0560; H 0.0006; H -0.0026; H 0.0732; H 0.0530; O 0.1678; C -0.2361; C -0.0856; C -0.0457; C -0.5019; O 0.0723; O 0.0576; H 0.1748; H 0.1215; H 0.0767; H 0.0252